Entry 1:
Molecular formula: C5H12NOS
Method: DFT, wB97M-V/def2-TZVPD

Cartesian coordinates (Å):
C1 0.0119 1.6817 1.7489
O1 -1.1411 1.8343 1.0595
C2 1.0902 0.8193 1.0490
C3 0.4461 -0.5821 0.7888
C4 -1.0769 -0.8453 1.0856
S1 -0.6368 -1.7992 -2.3356
C5 -0.2851 -0.0282 -2.4297
N1 2.3430 0.7085 1.7847
H1 -0.1660 1.3080 2.7310
H2 0.4462 2.6391 1.8041
H3 1.2826 1.1796 0.0206
H4 0.6751 -0.8124 -0.2141
H5 -1.5080 0.1127 1.1250
H6 -1.3818 -1.3481 0.1771
H7 -1.0798 -1.4684 2.1227
H8 -0.9319 0.6552 -1.8376
H9 -0.4512 0.3485 -3.5506
H10 0.8026 0.1501 -2.2662
H11 3.0084 1.3613 1.4171
H12 1.1042 -1.2449 1.4164

Forces on the atoms, in the same order (eV/Å):
C -4.92 2.30 -0.15
O 1.93 -0.02 0.55
C 5.61 -2.39 -1.64
C -0.15 -1.28 3.23
C 3.11 -2.06 1.72
S 0.13 0.18 0.22
C -0.07 1.08 -2.57
N -4.10 -0.36 -0.80
H 0.20 -0.86 1.02
H 1.24 1.28 0.07
H -0.33 0.99 0.60
H 0.18 -0.25 -1.56
H -1.25 0.85 0.44
H -0.66 -0.60 0.33
H -0.66 1.38 -2.61
H 0.54 -0.57 0.07
H 0.30 -0.72 2.09
H -0.69 0.16 0.18
H 0.40 0.61 -0.59
H -0.81 0.26 -0.60

Output
- total charge = -1
- frontier orbital gap (eV) = 3.2
- ΔE to the lowest compared entry with this formula, charge and spin (eV) = 7.653

=====

Entry 2:
Molecular formula: C30H31N2
Method: DFT, wB97M-V/def2-TZVPD

Cartesian coordinates (Å):
C1 5.2756 -1.7258 2.3147
C2 5.5305 -0.7730 1.3166
C3 4.7031 0.3473 1.1917
C4 3.6114 0.5221 2.0479
C5 2.6945 1.6976 1.8380
N1 1.2823 1.4219 2.1644
C6 0.5666 2.3211 3.0781
C7 -0.7192 2.8791 2.5172
C8 -1.8501 2.9393 3.3371
C9 -3.0712 3.3702 2.8151
C10 -3.1560 3.7736 1.4778
C11 -2.0098 3.7670 0.6729
C12 -0.7894 3.3299 1.1964
C13 0.6529 0.3230 1.6832
C14 -0.6123 -0.0664 2.0716
C15 -1.2522 -1.1905 1.2794
C16 -2.7466 -1.3233 1.6221
C17 -3.6309 -1.3294 0.5380
C18 -4.9984 -1.0989 0.7302
C19 -5.4685 -0.8599 2.0260
C20 -4.6009 -0.8581 3.1224
C21 -3.2337 -1.1241 2.9244
C22 3.3985 -0.3922 3.0817
C23 4.2045 -1.5316 3.1968
H1 5.9108 -2.6106 2.4092
H2 6.3768 -0.9080 0.6356
H3 4.8855 1.0897 0.4102
H4 3.0015 2.5500 2.4486
H5 2.7672 2.0186 0.7886
H6 0.3572 1.7627 4.0040
H7 1.2615 3.1279 3.3364
H8 -1.7657 2.6233 4.3816
H9 -3.9515 3.3995 3.4615
H10 -4.1092 4.1127 1.0679
H11 -2.0577 4.1068 -0.3631
H12 0.1092 3.3145 0.5742
H13 1.2182 -0.2045 0.8773
H14 -1.0745 0.3269 2.9888
H15 -1.1750 -0.9901 0.2087
H16 -3.2214 -1.5183 -0.4662
H17 -5.6695 -1.0959 -0.1318
H18 -6.5134 -0.6342 2.1849
H19 -4.9493 -0.6480 4.1384
H20 -2.5311 -1.1662 3.7716
H21 2.5888 -0.2250 3.7947
H22 3.9965 -2.2628 3.9825
C24 1.5113 -7.4519 1.7847
C25 0.1868 -7.2989 1.3654
C26 -0.3370 -6.0223 1.0860
C27 0.4538 -4.8588 1.1880
C28 0.0726 -3.5494 0.5151
N2 -0.4249 -2.2886 1.4826
C29 1.7924 -5.0432 1.6106
C30 2.3200 -6.3160 1.8833
H23 1.9165 -8.4348 2.0106
H24 -0.4388 -8.1861 1.2308
H25 -1.3535 -5.9292 0.6888
H26 1.0257 -3.2385 0.0615
H27 -0.6776 -3.6446 -0.2609
H28 -0.5578 -2.5504 2.4586
H29 0.5715 -1.8937 1.5159
H30 2.4715 -4.1812 1.6142
H31 3.3748 -6.4245 2.1542

Forces on the atoms, in the same order (eV/Å):
C -0.20 0.23 -0.10
C -0.02 -0.06 0.24
C -0.07 -0.32 0.01
C 0.38 -0.24 0.09
C -0.54 0.09 -0.22
N 0.43 0.27 0.10
C 0.46 -0.37 0.13
C -0.29 0.22 -0.06
C 0.02 -0.05 -0.35
C 0.11 0.13 -0.06
C 0.20 -0.03 0.09
C 0.08 -0.04 0.24
C -0.30 -0.08 0.13
C -1.08 0.36 0.25
C 1.44 0.20 -0.16
C -2.48 2.96 -1.02
C 0.09 0.35 -0.31
C -0.17 -0.13 0.05
C 0.43 -0.23 0.23
C 0.26 0.19 -0.08
C 0.76 -0.43 -0.12
C -0.16 -0.06 -0.22
C 0.07 -0.35 -0.10
C 0.11 0.19 -0.13
H -0.22 0.33 -0.05
H -0.35 0.07 0.27
H -0.01 -0.29 0.18
H 0.00 -0.11 -0.04
H 0.04 -0.01 0.16
H -0.06 0.25 -0.02
H -0.16 -0.14 -0.02
H -0.12 0.07 -0.33
H 0.25 0.00 -0.27
H 0.30 -0.12 0.13
H -0.05 -0.09 0.31
H -0.30 -0.02 0.13
H -0.48 0.48 0.45
H 0.04 -0.09 -0.97
H -0.27 0.31 -0.04
H -0.34 0.27 0.43
H 0.15 0.01 0.38
H -0.06 -0.03 -0.02
H -0.03 -0.14 -0.47
H -0.48 0.23 -0.34
H 0.14 -0.09 -0.23
H 0.14 0.27 -0.22
C -0.25 0.63 -0.16
C -0.16 0.36 0.11
C 0.02 0.10 -0.23
C 0.33 -0.87 0.06
C -0.57 -0.01 0.46
N 6.01 -4.14 0.94
C 0.05 -0.02 -0.35
C -0.26 0.36 0.17
H -0.09 0.17 -0.13
H 0.15 0.42 0.08
H 0.31 -0.13 0.22
H -0.62 0.68 0.13
H -0.18 -0.14 0.09
H 0.06 -0.91 0.05
H -1.84 -0.32 0.45
H -0.21 -0.29 0.10
H -0.44 0.14 -0.06

Output
- SMILES string = C(=C\N(Cc1ccccc1)Cc1ccccc1)/[C@@H]([NH2+]Cc1ccccc1)c1ccccc1
- total charge = +1
- frontier orbital gap (eV) = 8.4
- ΔE to the lowest compared entry with this formula, charge and spin (eV) = 1.740

=====

Entry 3:
Molecular formula: BrMn
Method: DFT, wB97M-V/def2-TZVPD

Cartesian coordinates (Å):
Mn1 -11.5615 -9.6473 -10.1827
Br1 -9.7547 -9.8731 -10.8255

Forces on the atoms, in the same order (eV/Å):
Mn -8.97 1.12 3.19
Br 8.97 -1.12 -3.19

Output
- ⟨S²⟩ = 8.760
- total charge = +1
- multiplicity = 6
- frontier orbital gap (spin up / spin down) (eV) = 9.4 / 9.8
- ΔE to the lowest compared entry with this formula, charge and spin (eV) = 1.177

=====

Entry 4:
Molecular formula: C18H40N3O6
Method: DFT, wB97M-V/def2-TZVPD

Cartesian coordinates (Å):
C1 -2.5194 -3.0206 1.6760
O1 -2.4966 -3.5430 0.3535
C2 -3.6986 -4.1132 -0.0725
C3 -4.5802 -3.1842 -0.8725
N1 -3.7057 -2.3283 -1.7408
H1 -3.1197 -1.7239 -1.1155
H2 -3.0398 -2.9919 -2.1405
C4 -4.3196 -1.4777 -2.7895
C5 -5.0766 -0.3098 -2.1620
O2 -6.1315 -0.7131 -1.3046
C6 -7.2644 -1.2464 -1.9586
H3 -3.0926 -2.0897 1.7282
H4 -1.5014 -2.8585 2.0091
H5 -3.0303 -3.7266 2.3423
H6 -4.2321 -4.6496 0.7226
H7 -3.3829 -4.9770 -0.6806
H8 -5.1720 -2.5210 -0.2498
H9 -5.2590 -3.7345 -1.5228
H10 -5.0111 -2.0923 -3.3649
H11 -3.5188 -1.0927 -3.4146
H12 -5.5311 0.2875 -2.9604
H13 -4.3744 0.2714 -1.5655
H14 -7.8773 -1.7019 -1.1850
H15 -7.0113 -2.0690 -2.6431
H16 -7.7825 -0.4769 -2.5349
C7 2.2592 2.0541 2.7749
O3 2.2835 1.5793 1.4485
C8 2.5081 0.2093 1.2737
C9 3.9748 -0.0816 1.3095
N2 4.6164 0.6908 0.1924
H17 4.1657 0.3920 -0.6854
H18 4.2092 1.6393 0.1974
C10 6.0971 0.7634 0.1234
C11 6.7070 -0.4983 -0.4519
O4 6.4169 -1.5670 0.4159
C12 7.3137 -2.6518 0.2585
H19 3.2204 2.0749 3.3189
H20 1.5858 1.4897 3.4256
H21 2.0125 3.1058 2.6512
H22 2.0157 -0.1919 0.3825
H23 2.0137 -0.3253 2.0991
H24 4.3026 -1.1151 1.2715
H25 4.4548 0.3238 2.2045
H26 6.4539 0.8116 1.1511
H27 6.3828 1.6209 -0.4786
H28 7.7906 -0.3671 -0.5389
H29 6.3149 -0.7053 -1.4584
H30 7.2693 -3.0718 -0.7543
H31 7.0226 -3.4539 0.9302
H32 8.3445 -2.3405 0.4483
C13 -1.3132 0.6226 1.0551
C14 -1.0774 0.3740 -0.4359
O5 -1.8049 -0.5060 -0.9982
O6 -0.1478 0.9936 -0.9687
H33 -0.3966 0.7416 1.6336
H34 -1.8584 -0.2016 1.5226
H35 -1.9550 1.4872 1.2466
N3 0.6800 6.1997 -0.1430
C15 -0.3348 5.6568 -0.8841
C16 -0.7228 4.4916 -0.2773
C17 0.0955 4.3329 0.8672
C18 0.9611 5.3894 0.9277
H36 1.1733 7.0459 -0.3588
H37 -0.6120 6.1410 -1.8050
H38 -1.4983 3.8205 -0.6016
H39 0.1013 3.4573 1.4947
H40 1.7032 5.6509 1.6622

Forces on the atoms, in the same order (eV/Å):
C -0.80 -0.04 0.04
O 0.14 0.26 0.40
C 0.56 -1.75 -0.34
C -0.45 0.64 0.02
N 0.44 -0.61 0.71
H 0.59 0.43 -0.18
H 0.18 0.39 -0.26
C -0.70 0.10 0.25
C -0.41 -0.16 -0.11
O 0.33 -0.17 0.26
C 0.32 -0.39 -0.16
H 0.20 0.12 -0.07
H 0.08 0.04 -0.11
H 0.26 -0.07 0.03
H -0.25 0.64 0.21
H -0.07 0.36 -0.39
H 0.03 0.07 0.00
H -0.02 -0.11 0.07
H 0.22 -0.11 -0.16
H 0.05 -0.04 -0.01
H 0.46 0.18 -0.11
H -0.10 0.16 -0.03
H -0.28 0.34 -0.01
H 0.07 0.14 -0.03
H -0.19 0.00 0.14
C 0.53 0.52 0.41
O 0.30 0.01 -0.79
C -0.88 -0.71 1.23
C 1.14 0.32 0.57
N -1.28 0.57 -1.16
H 0.63 -0.54 -0.03
H 0.16 0.03 0.79
C 0.38 -0.84 0.04
C -0.16 -0.23 -0.20
O -0.03 0.08 0.14
C 0.12 -0.43 -0.47
H 0.18 -0.38 -0.50
H -0.38 0.17 -0.28
H -0.50 -0.08 0.36
H 0.02 0.63 -0.29
H 0.25 -0.18 -0.05
H -0.29 -0.11 -0.41
H -0.28 0.04 0.10
H -0.04 0.51 -0.01
H -0.02 0.15 0.15
H -0.02 0.19 -0.01
H 0.06 0.03 -0.01
H -0.05 0.18 -0.01
H -0.02 0.19 0.22
H -0.04 -0.01 0.14
C -0.71 -0.35 0.72
C 0.62 -0.29 0.00
O -0.77 -0.20 -0.05
O -0.01 -0.04 0.03
H 0.15 0.25 -0.29
H 0.04 -0.11 -0.20
H 0.24 0.20 -0.26
N 0.26 -0.04 0.21
C 0.23 0.16 -0.05
C -0.02 0.22 -0.10
C 0.10 -0.50 0.03
C -0.23 0.11 -0.09
H -0.08 0.03 -0.04
H -0.27 -0.09 0.03
H 0.07 -0.05 -0.11
H -0.11 0.11 0.15
H 0.07 0.05 -0.05

Output
- total charge = +1
- frontier orbital gap (eV) = 7.5

=====

Entry 5:
Molecular formula: C34H39BrN4O2P2Pb
Method: DFT, wB97M-V/def2-TZVPD

Cartesian coordinates (Å):
Pb1 -0.7137 -3.0650 -1.7742
C1 -0.7834 3.4295 -0.3805
C2 -1.2244 2.4738 -1.2107
C3 -1.1054 2.2196 -2.6962
C4 0.0014 1.2099 -3.0029
C5 1.3842 1.6691 -2.6015
C6 1.8233 2.8591 -2.1707
C7 1.1125 4.1598 -1.9350
C8 0.3303 4.3966 -0.5996
C9 1.0320 -1.6666 -1.4622
H1 -1.3371 3.5635 0.5555
H2 -1.7711 1.6263 -0.7048
H3 -0.9703 3.1104 -3.3167
H4 -2.0664 1.7931 -3.0476
H5 -0.2814 0.2890 -2.4843
H6 0.0225 0.8837 -4.0468
H7 2.1196 0.8545 -2.6232
H8 2.8927 2.8967 -1.9945
H9 0.3696 4.3972 -2.6934
H10 1.8674 4.9587 -1.9953
H11 1.0465 4.4248 0.2353
H12 -0.1284 5.4025 -0.6140
H13 0.7742 -1.0673 -0.5792
H14 1.1050 -0.9718 -2.3015
H15 1.9873 -2.1725 -1.3065
P1 1.1733 -1.4229 -7.0299
P2 -2.1363 -1.0198 -6.9772
N1 2.4380 -0.1867 -7.1511
N2 2.0563 -2.6115 -8.0976
N3 -2.1217 0.7636 -7.2317
N4 -3.7420 -1.3227 -7.6737
C10 0.2050 -0.6621 -8.4120
C11 -1.1743 -1.3186 -8.5409
C12 3.4470 -0.0306 -6.1935
C13 4.4492 0.7939 -6.7139
C14 4.0531 1.1497 -8.0459
C15 2.8302 0.5240 -8.2933
C16 2.4531 -3.8662 -7.6346
C17 2.8622 -4.6396 -8.7184
C18 2.7246 -3.8386 -9.8963
C19 2.2844 -2.5806 -9.4760
C20 -1.7109 1.6682 -6.2467
C21 -1.5487 2.9346 -6.8160
C22 -1.8593 2.8092 -8.2076
C23 -2.1771 1.4791 -8.4394
C24 -4.5467 -0.6423 -8.5946
C25 -5.6126 -1.4399 -8.9687
C26 -5.4622 -2.6878 -8.2847
C27 -4.3101 -2.6007 -7.5271
H16 0.6806 -0.7261 -9.3967
H17 0.0980 0.4034 -8.1728
H18 -1.7013 -0.9237 -9.4226
H19 -1.0967 -2.4081 -8.6754
H20 3.3397 -0.4977 -5.2341
H21 5.3513 1.0954 -6.2079
H22 4.5636 1.7743 -8.7594
H23 2.2239 0.5724 -9.1799
H24 2.3850 -4.0877 -6.5863
H25 3.2128 -5.6537 -8.6731
H26 2.8952 -4.1285 -10.9171
H27 2.1013 -1.7089 -10.0761
H28 -1.5922 1.3347 -5.2393
H29 -1.2668 3.8310 -6.2950
H30 -1.8666 3.6035 -8.9487
H31 -2.4286 0.9965 -9.3760
H32 -4.3237 0.3680 -8.9009
H33 -6.4206 -1.1645 -9.6508
H34 -6.1303 -3.5398 -8.3458
H35 -3.8352 -3.3143 -6.8812
Br1 0.5520 0.5247 1.4020
C28 -0.8101 -0.2397 2.5555
C29 -0.9566 0.2473 3.8519
C30 -1.7209 -0.4540 4.7843
C31 -2.2728 -1.7108 4.4243
C32 -2.1148 -2.2087 3.1294
C33 -1.5043 -1.4060 2.1547
C34 -1.5345 -1.8744 0.7046
O1 -1.0869 -3.0935 0.5038
O2 -1.9436 -1.1461 -0.2453
H36 -0.4319 1.1476 4.1310
H37 -1.8383 -0.0574 5.8023
H38 -2.8183 -2.3155 5.1414
H39 -2.4539 -3.2119 2.8395

Forces on the atoms, in the same order (eV/Å):
Pb -0.33 0.51 0.63
C -0.17 -0.30 -0.27
C -0.87 -0.94 0.86
C 0.19 -0.10 -0.56
C -0.04 0.17 0.35
C -0.05 -0.34 0.26
C -0.20 -0.65 -0.05
C -0.50 1.19 0.30
C 0.18 0.33 -0.77
C -0.18 0.13 0.16
H 0.62 -0.62 0.12
H -0.08 1.21 -0.56
H 0.02 0.04 0.34
H 0.33 0.16 0.36
H 0.25 0.13 0.29
H 0.03 0.33 -0.20
H -0.05 0.44 -0.16
H 0.04 0.02 0.20
H 0.26 -0.16 -0.35
H -0.20 -0.19 -0.04
H -0.36 -0.34 0.04
H 0.45 -0.09 -0.18
H 0.23 -0.31 -0.33
H 0.20 -0.40 0.02
H -0.07 -0.04 -0.03
P 2.66 0.45 -2.79
P -1.25 1.98 -2.20
N 0.55 0.34 0.40
N -0.32 -0.37 0.37
N 0.33 0.26 0.22
N -0.63 -1.01 -0.11
C -0.82 -0.22 0.00
C 0.14 -0.31 0.27
C 0.43 0.91 -1.21
C -1.25 -0.80 0.01
C -1.38 -1.06 0.36
C 1.08 0.45 0.87
C -0.09 -0.05 -1.40
C -0.46 0.91 0.58
C -0.34 1.24 1.34
C -0.11 -1.43 0.12
C -0.17 0.85 -1.26
C -0.39 -1.56 0.14
C -0.11 -0.99 0.32
C 0.13 0.47 0.41
C -0.18 -0.19 0.05
C 0.61 0.08 0.38
C 0.62 0.22 0.19
C -0.44 0.78 -0.31
H 0.09 -0.02 0.58
H -0.02 -0.19 0.00
H 0.01 -0.19 0.45
H 0.08 0.17 -0.02
H 0.07 -0.08 0.20
H -0.05 0.00 0.06
H 0.09 0.03 0.08
H 0.05 -0.01 0.09
H 0.01 -0.13 0.13
H 0.03 -0.12 0.06
H 0.21 0.02 -0.05
H 0.02 -0.02 0.04
H 0.00 -0.04 0.29
H 0.05 0.04 0.09
H 0.04 -0.28 0.18
H 0.06 0.16 0.30
H -0.08 -0.16 0.19
H 0.44 -0.05 0.35
H 0.23 0.15 0.05
H -0.02 -0.17 0.16
Br -0.91 -0.03 0.72
C -0.28 -0.63 -0.26
C 0.08 -0.30 -0.13
C -0.37 -0.85 -0.30
C 0.45 0.55 0.01
C -0.09 0.62 -0.11
C 0.55 0.16 -0.35
C 0.46 -0.71 -1.00
O -0.46 1.54 0.06
O 0.85 -1.21 1.19
H 0.03 0.08 0.08
H 0.02 -0.24 -0.55
H 0.15 0.17 0.07
H -0.07 0.60 0.16

Output
- frontier orbital gap (eV) = 7.5

=====

We obtain DFT total energy values of -725.6734 -1270.9921 -3724.6639 -1325.2124 -5137.9554 hartree for the records listed above, in that order.